Run A
Here is an isolated ion of composition C5H14N3 and charge +2 from the OMol25 dataset. Energies are from ωB97M-V with the def2-TZVPD basis set.

```
22
Properties=species:S:1:pos:R:3
C -0.57816 1.63880 -1.88552
C -0.22399 0.53233 -0.90206
C 1.25520 0.39601 -0.56553
C 1.41194 -0.67651 0.57320
N 0.18887 -1.02039 1.31532
C -0.51204 -2.15849 1.03999
N -0.97112 -2.69361 2.06356
N -0.53071 2.99198 -1.19816
H -1.56764 1.49415 -2.29981
H 0.09501 1.75337 -2.84081
H -0.68595 -0.44373 -1.01821
H -0.84429 0.80322 0.16977
H 1.70687 1.33491 -0.08592
H 1.84287 0.00155 -1.43755
H 1.77481 -1.58936 0.12171
H 2.22791 -0.26490 1.34160
H 0.18696 -0.69628 2.25922
H -0.58310 -2.31324 -0.08597
H -1.54333 -3.52299 2.17660
H -1.01573 3.71400 -1.74897
H -0.92542 3.01786 -0.20819
H 0.40402 3.37273 -1.16903
```

Calculated values
LUMO (spin up / spin down) (eV): -6.7 / -11.3
Total charge: +2
Spin multiplicity: 2
Kohn-Sham gap (spin up / spin down) (eV): 12.462 / 7.454
HOMO level (spin up / spin down) (eV): -19.2 / -18.7

Löwdin population analysis, charges in e, atoms 1 to 2: number 1, C, carries -0.133; number 2, C, carries -0.209

=====

Run B
Here is an isolated ion of composition C5H14N3 and charge +2 from the OMol25 dataset. Energies are from ωB97M-V with the def2-TZVPD basis set.

```
22
Properties=species:S:1:pos:R:3
C 3.07926 0.57953 0.48504
C 2.34276 0.58674 -0.82305
C 1.06280 1.41425 -0.90969
C -0.28484 0.64433 -1.02418
N -0.44338 -0.35947 -0.04387
C -1.63619 -0.77924 0.53448
N -1.56384 -1.81628 1.34614
N -2.76573 -0.18731 0.26139
H 3.87042 1.34471 0.43307
H 3.67631 -0.33367 0.54669
H 2.47428 0.70168 1.37549
H 2.08215 -0.42308 -1.24176
H 3.07503 0.83870 -1.61048
H 1.01261 2.04033 -0.01460
H 1.10702 2.02038 -1.81541
H -0.27926 0.17611 -2.02237
H -1.11028 1.34795 -1.01302
H 0.33730 -0.99146 0.13223
H -0.70919 -2.17807 1.74285
H -2.40631 -2.33595 1.59226
H -2.82161 0.65813 -0.28584
H -3.64004 -0.52377 0.65222
```

Calculated values
LUMO (spin up / spin down) (eV): -7.3 / -13.6
Total charge: +2
Spin multiplicity: 2
Kohn-Sham gap (spin up / spin down) (eV): 11.848 / 4.943
HOMO level (spin up / spin down) (eV): -19.2 / -18.6

Löwdin population analysis, charges in e, atoms 1 to 2: number 1, C, carries -0.064; number 2, C, carries -0.221

=====

What is the stability order? It is run B, run A, from most stable to least stable.

=====

Run A
Here is C10H30O5 as an isolated structure from the OMol25 dataset. Energies are from ωB97M-V with the def2-TZVPD basis set.

```
45
Properties=species:S:1:pos:R:3
C 1.46438 2.70195 -2.71910
C 0.54877 2.62476 -1.39676
O -0.42171 3.62387 -1.56190
H 1.68439 3.71902 -3.04353
H 1.01535 2.28109 -3.61873
H 2.41802 2.21352 -2.51884
H 1.27553 2.72665 -0.59082
H 0.12226 1.64236 -1.19416
H -0.03599 4.49130 -1.70472
C -0.05650 -0.20493 -1.74413
C -0.47454 -0.53395 -0.34653
O 0.68362 -0.71290 0.43646
H 0.77130 0.50363 -1.71584
H -0.79162 0.45897 -2.19904
H 0.10907 -1.07350 -2.38153
H -0.97696 -1.50077 -0.31612
H -1.14653 0.14854 0.17381
H 0.53391 -1.27340 1.20133
C -0.28414 0.21423 3.24333
C -0.84902 -0.85088 2.36162
O 0.12243 -1.80530 1.94294
H 0.43933 0.80781 2.68447
H 0.07845 -0.17604 4.19429
H -1.09146 0.84788 3.61052
H -1.34290 -0.42037 1.49050
H -1.53646 -1.38348 3.01876
H -0.13107 -2.67128 2.27067
C 2.53771 -1.53167 3.21051
C 2.47835 -0.87007 1.75995
O 3.82957 -0.92936 1.20877
H 3.18224 -0.92896 3.85036
H 3.19643 -2.39275 3.32338
H 1.54936 -1.68058 3.64538
H 2.22057 0.18897 1.75069
H 1.84438 -1.42657 1.06967
H 3.73828 -0.82298 0.25905
C -2.18584 -0.88795 -2.87089
C -3.32243 -0.32212 -1.96796
O -3.76976 -1.25950 -1.04752
H -1.29720 -1.23302 -2.34236
H -1.84338 -0.13015 -3.57556
H -2.63654 -1.67142 -3.48011
H -4.18372 0.04786 -2.52421
H -2.92973 0.46154 -1.32008
H -4.53618 -1.01010 -0.52599
```

Calculated values
LUMO (eV): 0.3
Kohn-Sham gap (eV): 9.275
HOMO level (eV): -8.9

Löwdin population analysis, charges in e, atoms 1 to 2: number 1, C, carries -0.066; number 2, C, carries -0.294

=====

Run B
Here is C10H30O5 as an isolated structure from the OMol25 dataset. Energies are from ωB97M-V with the def2-TZVPD basis set.

```
45
Properties=species:S:1:pos:R:3
C 0.19417 0.10940 -2.82047
C -0.00780 -1.04903 -3.88883
O -1.02107 -1.92836 -3.46443
H 0.63056 0.91881 -3.40572
H 0.91559 -0.17055 -2.05283
H -0.75837 0.47128 -2.43340
H 0.92615 -1.60522 -3.96940
H -0.22599 -0.74400 -4.91228
H -0.52888 -2.69304 -3.15683
C -0.05636 1.66902 -1.31787
C -0.25107 2.29689 0.06465
O -1.24805 1.57636 0.77131
H -0.93494 1.87052 -1.93074
H 0.15885 0.60743 -1.19610
H 0.82884 2.03184 -1.84025
H -0.49387 3.35710 -0.00680
H 0.73734 2.13741 0.49558
H -2.04521 2.10472 0.68766
C 0.05311 0.91403 2.63308
C -1.15407 1.70163 3.20679
O -1.91391 1.03473 4.24203
H 0.71776 0.66088 3.45906
H 0.57670 1.58929 1.95634
H -0.19221 0.00898 2.07738
H -1.79904 1.99011 2.37679
H -0.70998 2.60928 3.61552
H -1.32399 0.55531 4.82833
C 2.05658 -1.47021 1.79270
C 2.32371 -1.42541 0.27741
O 1.14907 -1.92356 -0.30633
H 2.99374 -1.11537 2.22155
H 1.76851 -2.44172 2.19431
H 1.23332 -0.83315 2.11599
H 3.24675 -1.93379 -0.00125
H 2.39757 -0.37294 0.00362
H 0.32599 -1.48595 -0.07693
C -1.08431 -1.98430 -0.41454
C -1.12675 -0.49832 -0.27973
O -0.04600 -0.05749 0.47762
H -1.04720 -2.56513 0.50707
H -0.20496 -2.27174 -0.99092
H -1.85720 -2.31109 -1.11020
H -2.00367 -0.17612 0.28176
H -1.02489 -0.04910 -1.26763
H -0.17452 0.89056 0.55693
```

Calculated values
LUMO (eV): 0.3
Kohn-Sham gap (eV): 9.390
HOMO level (eV): -9.1

Löwdin population analysis, charges in e, atoms 1 to 2: number 1, C, carries -0.140; number 2, C, carries -0.242

=====

Run C
Here is a 5-piece molecular cluster, C10H30O5 overall from the OMol25 dataset. Energies are from ωB97M-V with the def2-TZVPD basis set.

```
45
Properties=species:S:1:pos:R:3
C -4.40709 0.31853 -1.12839
C -3.77602 -1.07219 -1.35671
O -4.36614 -1.75524 -2.49495
H -3.99688 1.04415 -1.83075
H -4.18623 0.61203 -0.10215
H -5.49683 0.31996 -1.15202
H -3.88770 -1.69356 -0.46816
H -2.72822 -0.90265 -1.60466
H -4.00810 -2.64453 -2.44432
C 2.32837 -4.57500 -0.58999
C 2.85553 -4.37051 0.80968
O 3.19998 -2.99840 0.87504
H 1.42858 -3.97902 -0.74262
H 2.05803 -5.61790 -0.75545
H 3.07813 -4.41366 -1.36454
H 3.71620 -4.99821 1.04061
H 2.05853 -4.66722 1.49148
H 3.42936 -2.67861 1.75066
C 3.74225 1.45249 2.40801
C 2.85409 1.51331 3.68601
O 3.13313 2.68583 4.39589
H 4.78011 1.28504 2.69593
H 3.55087 2.20987 1.64784
H 3.55534 0.54025 1.84145
H 2.89749 0.57313 4.23581
H 1.80641 1.49350 3.38591
H 2.42531 2.89962 5.00817
C -1.40925 2.30916 -3.06519
C -1.97725 3.57540 -2.45485
O -2.21088 3.45977 -1.08188
H -2.12399 1.52373 -2.81953
H -0.47420 2.06622 -2.56045
H -1.25355 2.40003 -4.14018
H -2.87954 3.92391 -2.95737
H -1.27424 4.40065 -2.56810
H -2.30821 4.35012 -0.73632
C 0.45664 -0.65938 0.79803
C -0.18792 0.43450 -0.05153
O -1.01695 1.28388 0.63255
H 1.09553 -0.14005 1.51233
H 1.14798 -1.23062 0.17849
H -0.22688 -1.33803 1.30826
H -0.74497 -0.02361 -0.86880
H 0.61664 1.05460 -0.44684
H -1.27343 2.02850 0.08358
```

Calculated values
LUMO (eV): 0.6
Kohn-Sham gap (eV): 10.333
HOMO level (eV): -9.7
Structure (SMILES): CCO.CCO.CCO.CCO.CCO

Löwdin population analysis, charges in e, atoms 1 to 2: number 1, C, carries -0.071; number 2, C, carries -0.287

=====

What is the stability order? It is run C, run A, run B, from most stable to least stable.

=====

Run A
Here is a 2-piece molecular cluster, CH6S2 overall from the OMol25 dataset. Energies are from ωB97M-V with the def2-TZVPD basis set.

```
9
Properties=species:S:1:pos:R:3
S 3.79506 2.53720 3.99185
H 3.11344 3.60786 4.51318
H 2.78670 1.74861 4.31017
C -1.44552 -1.22504 -2.59592
S -1.90886 -0.83520 -0.82703
H -0.77827 -2.04180 -2.85293
H -0.90304 -0.34938 -2.94869
H -2.42606 -1.32098 -3.04306
H -2.23345 -2.12127 -0.54757
```

Calculated values
LUMO (eV): 0.9
Kohn-Sham gap (eV): 9.998
HOMO level (eV): -9.1
Structure (SMILES): CS.S

Löwdin population analysis, charges in e, atoms 1 to 2: number 1, S, carries 0.452; number 2, H, carries -0.201

=====

Run B
Here is a 2-piece molecular cluster, CH6S2 overall from the OMol25 dataset. Energies are from ωB97M-V with the def2-TZVPD basis set.

```
9
Properties=species:S:1:pos:R:3
S -2.57315 1.54986 -1.55134
H -1.43033 1.22478 -2.19702
H -3.30338 1.23752 -2.61152
C 0.90120 -0.73499 1.41284
S 1.59977 -1.07140 -0.22319
H 1.59800 -0.78579 2.25217
H 0.48124 0.26718 1.49989
H 0.14455 -1.50227 1.54045
H 2.58210 -0.18490 -0.12228
```

Calculated values
LUMO (eV): 0.8
Kohn-Sham gap (eV): 9.977
HOMO level (eV): -9.1
Structure (SMILES): CS.S

Löwdin population analysis, charges in e, atoms 1 to 2: number 1, S, carries 0.456; number 2, H, carries -0.216

=====

What is the stability order? It is run B, run A, from most stable to least stable.